(P)
Below is C4H3ClN2 in the gas phase, with properties calculated with the ωB97M-V functional and the def2-TZVPD basis.

Cartesian coordinates (Å):
Cl 2.968 -0.027 -0.038
C 1.161 -0.022 0.130
C 0.470 -1.240 0.149
N -0.818 -1.195 -0.036
C -1.369 0.016 -0.060
C -0.552 1.156 0.050
N 0.735 1.223 0.003
H 0.976 -2.219 -0.063
H -2.506 0.079 -0.276
H -1.065 2.228 0.140

The structure (SMILES) is Clc1cnccn1. Its LUMO energy is 0.0 eV. The HOMO-LUMO gap is 9.936 eV. Its total charge is 0.


(Q)
Below is a molecular structure, C4H3ClN2, with properties calculated with the ωB97M-V functional and the def2-TZVPD basis.

Cartesian coordinates (Å):
C -1.195 -1.457 0.207
C 1.471 1.658 -0.100
C -1.954 -0.436 0.714
C 1.604 0.441 -0.823
N -0.319 -2.207 -0.146
N 1.694 2.639 0.451
Cl 1.585 -1.105 -0.246
H -1.801 -0.383 1.755
H -2.492 0.386 0.161
H 1.408 0.464 -1.973

Its LUMO energy (spin up / spin down) is -1.4 / -1.6 eV. The HOMO-LUMO gap (spin up / spin down) is 7.970 / 7.120 eV. Its total charge is 0.


Here is how they stack up, most stable first: (P), (Q).


(P)
Below is 5 unconnected molecules or ions with the total composition C24H44N9O3, with properties calculated with the ωB97M-V functional and the def2-TZVPD basis.

Cartesian coordinates (Å):
N 6.251 -1.133 7.334
O 5.747 -0.954 6.217
O 7.174 -0.429 7.707
O 5.766 -1.913 8.122
C 11.041 3.892 11.326
C 10.717 4.363 9.845
N 9.552 3.750 9.246
C 9.411 3.285 7.931
C 8.237 2.498 7.903
N 7.575 2.688 9.135
C 8.421 3.382 9.926
C 6.336 2.121 9.626
H 10.425 4.329 12.112
H 12.067 3.892 11.694
H 10.856 2.823 11.426
H 11.526 4.288 9.119
H 10.662 5.451 9.798
H 10.245 3.439 7.263
H 7.633 2.200 7.059
H 8.267 3.507 10.987
H 5.533 2.463 8.973
H 6.212 2.166 10.708
H 6.354 1.040 9.489
C 2.429 -0.268 11.944
C 3.584 -0.154 10.915
N 4.835 -0.678 11.529
C 5.567 -0.192 12.632
C 6.747 -0.829 12.747
N 6.679 -1.944 11.919
C 5.502 -1.783 11.198
C 7.587 -3.028 11.672
H 1.550 -0.110 11.320
H 2.430 0.462 12.754
H 2.278 -1.243 12.409
H 3.786 0.873 10.612
H 3.322 -0.577 9.945
H 5.161 0.692 13.099
H 7.568 -0.655 13.428
H 5.135 -2.534 10.515
H 7.518 -3.712 12.518
H 8.589 -2.644 11.484
H 7.360 -3.594 10.769
C 1.482 -3.746 8.195
C 2.591 -2.622 7.771
N 2.008 -1.480 7.001
C 1.238 -1.632 5.919
C 0.984 -0.398 5.404
N 1.663 0.550 6.165
C 2.435 -0.130 7.018
C 1.655 1.941 5.931
H 0.991 -4.127 7.299
H 0.602 -3.406 8.742
H 1.933 -4.619 8.667
H 3.306 -3.042 7.062
H 3.219 -2.286 8.596
H 0.889 -2.633 5.715
H 0.342 0.035 4.652
H 3.101 0.386 7.693
H 2.435 2.357 6.569
H 0.786 2.358 6.439
H 1.703 2.251 4.887
C 7.052 -4.660 6.678
C 5.834 -4.558 5.719
N 6.277 -4.517 4.463
C 6.507 -3.346 3.711
C 6.787 -3.729 2.410
N 6.698 -5.047 2.303
C 6.478 -5.555 3.523
C 7.028 -5.715 1.030
H 7.796 -5.344 6.269
H 6.797 -4.790 7.729
H 7.657 -3.767 6.519
H 5.232 -3.704 6.029
H 5.277 -5.478 5.896
H 6.218 -2.394 4.130
H 7.032 -3.046 1.609
H 6.337 -6.610 3.708
H 7.649 -5.028 0.454
H 6.150 -5.839 0.396
H 7.439 -6.705 1.229

Its LUMO energy is -6.4 eV. The HOMO-LUMO gap is 8.922 eV. Its total charge is +3.


(Q)
Below is 5 unconnected molecules or ions with the total composition C24H44N9O3, with properties calculated with the ωB97M-V functional and the def2-TZVPD basis.

Cartesian coordinates (Å):
N -0.279 -1.671 -0.716
O -1.276 -0.918 -0.755
O 0.473 -1.769 0.281
O -0.013 -2.389 -1.716
C 2.852 0.208 1.308
C 1.611 0.989 1.782
N 1.199 0.589 3.126
C 0.828 -0.713 3.399
C 0.425 -0.816 4.682
N 0.647 0.439 5.228
C 1.030 1.279 4.259
C 0.332 0.834 6.621
H 3.635 0.406 2.042
H 3.190 0.763 0.436
H 2.683 -0.843 1.101
H 0.774 1.046 1.090
H 1.937 2.028 1.892
H 0.944 -1.461 2.631
H -0.016 -1.641 5.214
H 1.323 2.299 4.446
H 0.240 -0.087 7.187
H -0.620 1.353 6.522
H 1.131 1.464 6.999
C -3.567 1.615 -4.401
C -3.493 0.567 -3.300
N -3.124 -0.761 -3.758
C -3.942 -1.846 -4.006
C -3.117 -2.868 -4.346
N -1.828 -2.404 -4.402
C -1.875 -1.126 -3.993
C -0.673 -3.183 -4.775
H -4.068 2.487 -3.979
H -4.245 1.199 -5.147
H -2.635 1.938 -4.856
H -4.451 0.487 -2.778
H -2.899 0.816 -2.415
H -5.011 -1.815 -3.895
H -3.388 -3.885 -4.575
H -1.024 -0.503 -3.783
H 0.197 -2.566 -4.973
H -0.866 -3.713 -5.711
H -0.441 -4.004 -4.099
C 2.819 -0.017 -2.125
C 3.320 -1.385 -2.590
N 3.979 -2.176 -1.560
C 3.346 -3.010 -0.695
C 4.294 -3.526 0.131
N 5.495 -2.963 -0.237
C 5.303 -2.185 -1.305
C 6.788 -3.071 0.465
H 2.310 0.548 -2.906
H 3.656 0.622 -1.841
H 2.085 -0.171 -1.334
H 4.008 -1.240 -3.423
H 2.491 -1.996 -2.946
H 2.294 -3.245 -0.763
H 4.186 -4.073 1.051
H 6.037 -1.562 -1.786
H 7.021 -2.081 0.845
H 7.522 -3.497 -0.214
H 6.702 -3.771 1.292
C -2.706 5.518 0.634
C -1.753 4.525 1.251
N -2.283 3.205 1.528
C -2.217 2.134 0.662
C -2.900 1.105 1.260
N -3.486 1.639 2.386
C -3.023 2.875 2.586
C -4.470 0.976 3.201
H -3.042 5.208 -0.357
H -2.213 6.467 0.422
H -3.516 5.735 1.331
H -1.371 4.942 2.187
H -0.873 4.438 0.610
H -1.851 2.270 -0.340
H -3.145 0.122 0.892
H -3.236 3.421 3.489
H -4.120 0.002 3.545
H -5.411 0.850 2.670
H -4.643 1.545 4.115

Its LUMO energy is -6.8 eV. The HOMO-LUMO gap is 8.699 eV. Its total charge is +3.


Here is how they stack up, most stable first: (Q), (P).


(P)
Below is C4H7NO4 in the gas phase, with properties calculated with the ωB97M-V functional and the def2-TZVPD basis.

Cartesian coordinates (Å):
N 1.675 1.113 -0.044
C 0.538 0.239 0.229
C -0.754 0.596 -0.501
C -1.964 -0.250 -0.108
O -2.826 -0.604 -0.858
O -1.988 -0.488 1.215
C 0.941 -1.214 -0.068
O 0.153 -2.083 -0.323
O 2.265 -1.427 -0.012
H 1.684 1.397 -1.007
H 1.617 1.969 0.502
H 0.367 0.269 1.316
H -0.628 0.468 -1.556
H -0.998 1.624 -0.309
H -2.776 -1.041 1.357
H 2.695 -0.568 0.168

The structure (SMILES) is N[C@@H](CC(=O)O)C(=O)O. Its LUMO energy is 0.4 eV. The HOMO-LUMO gap is 10.619 eV. Its total charge is 0.


(Q)
Below is C4H7NO4 in the gas phase, with properties calculated with the ωB97M-V functional and the def2-TZVPD basis.

Cartesian coordinates (Å):
N -1.568 -1.548 0.094
C -0.550 -0.555 0.214
C 0.650 -0.635 -0.671
C 1.788 -0.052 0.115
O 1.704 0.124 1.356
O 2.961 0.371 -0.386
C -1.217 0.731 0.112
O -2.402 0.933 0.322
O -0.372 1.934 -0.216
H -2.311 -0.946 0.589
H -2.126 -1.508 -0.789
H -0.423 -0.395 1.327
H 0.843 -1.696 -0.597
H 0.601 -0.211 -1.583
H 3.446 0.776 0.599
H -1.025 2.677 -0.486

The structure (SMILES) is N[C@@H](CC(=O)O)C(=O)O. Its LUMO energy is 0.5 eV. The HOMO-LUMO gap is 10.644 eV. Its total charge is 0.


Here is how they stack up, most stable first: (P), (Q).


(P)
Below is 2 unconnected molecules or ions with the total composition C4H7NO4, with properties calculated with the ωB97M-V functional and the def2-TZVPD basis.

Cartesian coordinates (Å):
N 0.821 -2.473 -0.727
C 1.037 -1.451 0.118
O 1.354 -1.606 1.295
C 0.732 -0.096 -0.451
O 0.313 -0.080 -1.722
C 0.359 0.888 0.413
C 0.407 1.591 1.661
O 0.533 2.239 0.359
H 0.987 -3.421 -0.418
H 0.308 -2.331 -1.586
H -0.759 0.110 -1.780
H -0.530 1.801 2.184
H 1.325 1.608 2.252
O -2.475 0.746 -0.719
H -1.939 0.835 0.199
H -2.473 1.639 -1.080

The structure (SMILES) is NC(=O)/C(O)=C1\CO1.O. Its LUMO energy is -0.1 eV. The HOMO-LUMO gap is 8.704 eV. Its total charge is 0.


(Q)
Below is 2 unconnected molecules or ions with the total composition C4H7NO4, with properties calculated with the ωB97M-V functional and the def2-TZVPD basis.

Cartesian coordinates (Å):
C -1.704 -0.220 0.228
C 1.959 -0.245 -0.396
C -0.284 1.286 -0.902
C 0.953 0.634 0.294
N -1.296 -1.496 0.235
O -0.982 1.700 -1.787
O -1.751 0.455 1.341
O 0.768 1.931 -0.353
O 0.696 0.491 1.499
H -0.781 0.533 1.702
H -2.339 0.099 -0.589
H -1.215 -1.986 -0.642
H -0.703 -1.805 0.992
H 1.778 -1.289 -0.139
H 1.955 -0.115 -1.475
H 2.946 0.027 -0.010

Its LUMO energy is 0.3 eV. The HOMO-LUMO gap is 8.493 eV. Its total charge is 0.


Here is how they stack up, most stable first: (Q), (P).